1.
{
  "formula": "C3H33O14Y",
  "method": "the ωB97M-V functional and the def2-TZVPD basis",
  "symbols": ["O", "H", "H", "O", "O", "O", "H", "C", "O", "H", "H", "H", "H", "O", "H", "H", "H", "H", "C", "H", "H", "O", "H", "H", "H", "H", "O", "O", "H", "H", "O", "H", "H", "H", "O", "H", "H", "O", "H", "Y", "H", "H", "H", "H", "H", "H", "H", "C", "H", "O", "O"],
  "xyz": [[-1.43735, 0.46200, -4.23774], [4.91505, 1.61550, -0.83188], [1.34842, 2.81337, -2.14469], [-0.02468, 2.91851, -3.41788], [2.16246, 1.63322, 2.29209], [2.79962, -3.23838, -0.23295], [1.91351, -1.23587, 2.42729], [-0.55645, 0.72686, -0.29594], [4.07956, 1.17353, -0.60201], [-0.97867, -3.28640, -2.95068], [-0.22670, -2.06735, -2.40824], [-5.07384, 0.23640, -0.23941], [-0.59610, 3.53320, -2.93101], [-0.80833, -2.34914, -3.11960], [-0.55971, 1.27022, 0.65215], [3.34303, 1.78250, -0.94476], [-1.59758, 0.44347, -0.49741], [1.31602, -1.47173, 4.79165], [-0.33441, -1.69388, 0.48224], [-3.30874, 0.28269, 1.69279], [1.36560, 1.83721, 2.83262], [2.86110, -1.51882, 2.33480], [0.30162, -2.58027, 0.42550], [1.80067, 1.42459, 1.41921], [-0.30024, 1.36989, -1.13810], [0.16116, -2.05515, 3.98035], [-3.54269, -1.87356, -1.54131], [-4.30030, 0.68016, -0.61644], [0.60946, 3.48867, -3.88206], [-3.54077, -0.91471, -1.37184], [-0.28200, 1.55968, 3.60940], [2.13397, 3.63950, -1.09496], [-1.27104, -1.96743, -0.01932], [-1.21555, 1.61422, 3.35318], [-3.18640, 0.82944, 2.48075], [-4.04911, 0.83379, 2.91572], [2.50013, -4.01658, 0.26940], [1.63121, -0.23659, 0.08334], [0.30926, -0.83897, -1.33060], [3.71808, -1.07221, 0.16678], [-1.13893, 1.37249, -4.08994], [3.12908, -1.82633, 3.21167], [2.41321, -3.35008, -1.12337], [-4.24992, 1.52908, -0.15805], [-1.50654, 0.06190, -3.36534], [-0.63357, -1.44480, 1.50390], [-0.17862, 0.66736, 3.96890], [0.29016, -0.53721, -0.27093], [-3.09305, -1.98957, -2.38906], [2.25859, 2.99022, -1.80338], [0.63025, -1.22460, 4.15514]],
  "atomic_forces_ev_per_a": [[0.117, 0.217, 0.096], [-0.272, 0.007, 0.079], [0.554, -0.099, 0.017], [0.276, 0.472, 0.525], [-0.070, -0.077, -0.125], [0.139, 0.166, -0.742], [0.562, 0.216, 0.114], [-0.682, -0.170, 0.110], [0.108, -0.477, -0.166], [-0.073, 0.151, -0.100], [-0.119, -0.060, 0.008], [0.007, 0.112, -0.249], [-0.043, -0.075, -0.321], [0.042, -0.297, 0.022], [0.190, -0.005, -0.044], [0.097, -0.381, -0.020], [0.086, -0.069, 0.131], [-0.340, 0.231, 0.273], [-0.472, 0.063, -0.067], [-0.001, 0.086, 0.073], [0.269, -0.113, -0.241], [-0.026, -0.111, -0.593], [0.053, 0.023, 0.326], [-0.087, -0.012, 0.212], [0.363, 0.101, 0.209], [-0.166, 0.250, 0.212], [0.411, 0.257, 0.146], [-0.001, 0.006, 0.518], [-0.322, -0.133, -0.200], [-0.133, -0.335, -0.235], [-0.204, -0.205, -0.068], [0.031, 0.025, -0.209], [0.068, 0.058, -0.036], [0.088, 0.032, 0.025], [-0.030, -0.086, -0.113], [0.162, 0.024, 0.027], [0.205, 0.271, 0.082], [3.497, -1.576, 0.105], [0.175, -0.016, 0.100], [-4.895, 2.463, 0.967], [-0.055, -0.294, -0.039], [0.159, 0.120, -0.141], [0.067, -0.155, 0.302], [-0.055, -0.044, -0.156], [-0.049, -0.020, -0.109], [0.379, -0.017, 0.102], [-0.053, 0.127, 0.019], [-0.186, 0.175, -1.121], [-0.128, 0.089, 0.079], [-0.113, -0.306, 0.662], [0.468, -0.610, -0.449]],
  "homo_ev": -14.9,
  "charge": 2,
  "relative_energy_kj_mol": 73.2
}



2.
{
  "formula": "C3H34F9O26S3Zn",
  "method": "the ωB97M-V functional and the def2-TZVPD basis",
  "symbols": ["H", "H", "O", "H", "F", "O", "O", "O", "O", "H", "S", "C", "H", "H", "F", "O", "O", "H", "H", "H", "F", "O", "H", "F", "H", "H", "O", "H", "C", "O", "H", "H", "H", "H", "H", "O", "S", "H", "O", "F", "O", "O", "H", "O", "H", "H", "F", "H", "O", "O", "H", "Zn", "H", "O", "H", "H", "F", "O", "H", "O", "F", "O", "F", "O", "C", "H", "H", "O", "S", "O", "O", "H", "H", "H", "O", "H"],
  "xyz": [[-21.76937, 0.13061, -21.04750], [-18.81724, -7.11122, -14.98572], [-22.84472, -4.57440, -18.32921], [-18.59462, 1.22760, -20.26777], [-25.68173, -0.95666, -14.78729], [-22.10390, 0.37756, -20.18533], [-22.36039, -3.55439, -21.85678], [-21.46305, 1.36699, -14.89001], [-24.29777, -6.62645, -17.24203], [-21.37703, -3.85960, -13.24085], [-18.42756, -3.51866, -19.71460], [-20.35561, -7.89461, -20.37732], [-16.90139, -1.10366, -16.27439], [-25.23743, -6.44602, -17.21501], [-21.28279, -6.96768, -20.64982], [-23.09803, -5.81346, -14.95272], [-21.80005, -2.33204, -19.55374], [-23.95603, -6.24062, -16.43544], [-18.13830, -6.96608, -16.33103], [-22.06533, 1.97655, -14.46347], [-15.73637, -3.90422, -19.39101], [-16.69525, -5.17593, -14.56550], [-23.26239, -5.29224, -14.16688], [-17.01209, -5.67034, -19.39615], [-21.87345, -1.38148, -19.46843], [-19.21960, -1.76403, -16.93697], [-18.48764, -4.02566, -21.07898], [-21.88098, -2.49562, -20.49338], [-16.88604, -4.45747, -18.97058], [-24.72102, -4.54551, -20.34484], [-20.47173, -0.91500, -16.88037], [-25.32342, -4.52817, -19.60118], [-17.59459, -1.95915, -15.23540], [-17.48950, -5.35647, -15.06831], [-20.48883, -5.34011, -23.73937], [-18.01964, -2.10553, -19.53212], [-18.93197, -7.95811, -21.79531], [-20.44061, -2.67162, -13.30187], [-18.66202, -6.48348, -15.69147], [-23.78357, -0.88368, -13.75328], [-20.12401, -1.72737, -17.24831], [-20.84824, -4.81942, -16.33671], [-23.41552, -5.05834, -17.73236], [-19.56818, -3.86699, -18.86886], [-20.67508, -4.26823, -22.68662], [-22.51918, -3.23592, -22.74537], [-21.02809, -9.02803, -20.37450], [-20.69701, 0.08620, -14.15685], [-18.03119, -9.03408, -21.33432], [-18.30418, -6.60419, -21.85759], [-25.28851, -4.50202, -21.11445], [-21.18686, -3.45491, -17.78781], [-21.99180, 0.93888, -15.56334], [-20.48081, -3.61317, -13.46951], [-23.29351, -4.61208, -19.17384], [-21.45781, -5.18252, -15.69420], [-24.63468, -2.81923, -14.33338], [-19.62516, -8.25055, -23.02356], [-20.00356, -5.21077, -16.11402], [-20.00725, -4.69111, -23.22644], [-16.82525, -4.55095, -17.63849], [-22.94260, -0.13922, -16.59369], [-19.79698, -7.65306, -19.17897], [-17.76413, -1.42315, -16.01013], [-24.45556, -1.50784, -14.70685], [-19.26073, -0.20450, -13.77671], [-15.99732, -5.61167, -15.05464], [-22.56723, -2.48448, -16.55383], [-23.57316, -1.44407, -16.41519], [-17.97283, 0.77841, -19.69520], [-20.12238, -0.61496, -13.84958], [-23.21036, -3.88337, -21.56429], [-22.48757, -6.49297, -14.66667], [-22.11098, 1.33468, -20.19578], [-24.65855, -1.71095, -17.33544], [-18.26957, -0.13158, -19.68564]],
  "atomic_forces_ev_per_a": [[0.173, -0.081, -0.305], [-0.007, -0.123, 0.313], [0.371, 0.152, 0.018], [-0.075, 0.098, -0.093], [0.850, -0.275, -0.100], [-0.103, -0.049, -0.016], [0.032, 0.281, -0.254], [0.347, 0.750, 0.403], [-0.253, -0.076, -0.594], [-0.152, 0.098, 0.081], [2.209, 1.518, -1.655], [1.829, 0.593, -2.446], [0.180, 0.060, -0.402], [-0.315, -0.094, 0.023], [0.153, 0.707, 0.324], [0.269, 0.083, 0.162], [-0.104, 0.285, 0.658], [0.084, -0.083, 0.752], [0.087, -0.108, -0.620], [-0.061, 0.146, 0.175], [-0.389, -0.183, 0.065], [0.670, 0.481, 0.702], [-0.285, 0.367, 0.160], [0.458, -1.617, -0.761], [-0.019, 0.537, 0.395], [0.954, -0.056, 0.051], [-0.041, 1.056, 2.323], [0.061, -0.734, -0.546], [-1.444, 1.105, -0.803], [-0.028, -0.058, -0.268], [-0.418, 0.081, 0.199], [-0.149, 0.193, 0.312], [-0.060, -0.360, 0.234], [-0.276, -0.069, -0.161], [0.039, -0.454, -0.026], [-0.598, -1.411, -0.098], [2.518, 2.031, 0.259], [0.109, 0.794, -0.214], [-0.597, -0.067, -0.115], [0.149, -0.076, 0.056], [-0.520, 0.039, -0.295], [0.111, -0.148, 0.033], [-0.041, -0.448, 0.125], [0.091, -1.082, 0.508], [0.069, -0.153, 0.453], [0.100, 0.118, -0.375], [-0.119, -1.194, 0.672], [-0.528, 0.694, -0.237], [-1.307, 0.883, 0.167], [-1.325, -2.773, 1.099], [-0.174, -0.105, -0.242], [0.017, 0.711, -0.768], [-0.546, -0.547, -0.717], [0.064, -0.733, 0.090], [0.232, 0.117, -0.506], [-0.577, 0.430, -0.033], [0.288, 0.965, -0.263], [-1.201, -0.585, -0.125], [0.777, -0.196, -0.210], [-0.091, 0.483, -0.703], [-0.120, 0.643, 0.916], [-0.666, 0.031, 1.103], [-0.507, -0.116, 0.087], [0.029, 0.191, 0.239], [-0.177, -0.684, -0.566], [0.205, 0.011, -0.079], [0.201, 0.032, -0.151], [-0.344, -0.382, 2.168], [-0.201, -0.052, -3.145], [0.099, 0.691, 0.087], [0.550, -1.193, 0.655], [-0.229, -0.257, 0.416], [0.048, -0.564, 0.110], [-0.020, 0.226, 0.203], [-0.410, 0.410, 1.034], [0.057, -0.906, 0.063]],
  "homo_ev": -5.0,
  "charge": -1
}



3.
{
  "formula": "C3H34O13S",
  "method": "the ωB97M-V functional and the def2-TZVPD basis",
  "symbols": ["H", "H", "H", "H", "H", "O", "S", "H", "H", "C", "O", "H", "C", "O", "H", "H", "H", "O", "H", "H", "O", "O", "H", "H", "H", "O", "H", "H", "H", "C", "H", "H", "H", "H", "O", "H", "H", "O", "O", "O", "H", "O", "H", "H", "H", "H", "H", "H", "H", "O", "H"],
  "xyz": [[-4.17186, 0.29540, 2.06262], [-2.62273, 4.34987, -0.57554], [2.20806, 3.55621, -0.24586], [1.45856, 2.63889, 0.74618], [-2.13498, -0.29958, 0.86456], [3.54982, -1.14949, -0.21824], [-0.01874, -3.27482, 3.37364], [1.34205, -3.56800, -0.97114], [-2.11003, 3.23938, 0.41109], [-1.00677, -2.24757, 2.19809], [0.67270, 2.11132, -1.46946], [0.75356, 2.58044, 3.90679], [-0.73761, -2.07006, 0.70876], [0.95900, 2.36213, 3.00054], [2.41330, -1.14458, -2.37776], [-0.72468, 2.58603, 2.15748], [-2.51644, 1.95896, -2.96206], [2.80404, -0.65873, -3.13061], [4.36049, -1.42707, -0.65007], [0.34119, -2.18601, 4.10339], [2.24631, -3.49859, -0.60816], [-3.67808, 0.04012, 2.84397], [-0.87749, -1.19827, 2.54568], [3.25252, -0.04624, -2.50134], [-2.07439, -1.06960, -2.30845], [3.68510, 1.48193, -1.67548], [-1.91909, 1.58749, 2.49516], [-1.31545, -0.40167, -0.66014], [-0.48710, 0.16986, 0.74117], [-1.19334, -0.63064, 0.39764], [0.16017, 1.84927, -0.69974], [0.02401, -3.71896, -2.85424], [-3.28489, -0.81873, 2.65264], [-1.30909, -2.80155, 0.08910], [0.17436, -3.01896, -2.20187], [3.93036, 0.96515, -0.89431], [2.92998, -1.89648, -0.26758], [-2.41154, -1.92987, -2.56910], [-1.68506, 2.44502, 2.10273], [2.26405, 3.15144, 0.61437], [2.89040, 1.95989, -1.41099], [-1.76909, 1.72541, -2.41601], [2.20132, -3.76057, 0.32576], [-0.68841, -2.55558, -2.16234], [0.30199, -2.01277, 0.37061], [-2.06726, -2.39537, 2.36655], [-2.25136, -2.05300, -3.51033], [1.73237, 2.84377, 2.70271], [-1.68654, 2.45790, -1.75796], [-1.98474, 3.61981, -0.47692], [0.07107, 1.85706, -2.20550]],
  "atomic_forces_ev_per_a": [[-0.117, -0.069, -0.167], [0.460, -0.523, 0.171], [-0.338, 0.177, -0.426], [0.156, 0.169, -0.443], [0.089, -0.542, -0.148], [0.045, 0.674, 0.426], [-0.139, 0.727, -0.474], [0.197, 0.229, -0.021], [-0.005, 0.007, 0.141], [0.473, 1.724, 0.713], [-0.227, -0.173, -0.457], [0.216, 0.270, 0.297], [-0.473, 0.489, -0.795], [-0.420, -0.517, -0.508], [-0.334, -0.514, -0.989], [-0.116, -0.404, 0.448], [-0.230, 0.096, -0.234], [-0.029, -0.249, 1.751], [-0.063, -0.310, -0.099], [0.025, -0.630, -0.201], [-0.062, -0.285, 0.701], [0.299, 0.125, 0.282], [0.169, -0.798, 0.394], [0.061, 0.600, -1.269], [-0.076, 0.468, -0.359], [0.492, 0.125, 0.261], [0.195, 0.315, -0.115], [0.079, -0.236, -0.130], [-0.099, -1.004, 0.003], [-0.348, 1.339, -0.169], [-0.012, -0.074, 0.063], [0.184, 0.211, 0.149], [-0.163, 0.067, -0.049], [0.584, 0.480, 0.419], [-0.539, -0.170, -0.346], [-0.197, 0.170, 0.037], [0.276, -0.221, -0.311], [-0.032, -0.513, 0.239], [-0.340, 0.107, -0.376], [0.224, -0.219, 1.050], [-0.168, -0.291, -0.065], [0.210, -0.058, 0.299], [-0.075, -0.089, -0.398], [0.309, -0.366, 0.055], [0.014, -0.851, 0.544], [-0.214, -0.645, -0.112], [-0.024, 0.374, -0.029], [0.356, 0.343, 0.196], [-0.521, -0.236, -0.258], [-0.416, 0.543, -0.031], [0.662, 0.161, 0.340]],
  "homo_ev": -9.5,
  "charge": 0,
  "relative_energy_kj_mol": 73.0
}



4.
{
  "formula": "C3H36I2O14Si",
  "method": "the ωB97M-V functional and the def2-TZVPD basis",
  "symbols": ["O", "H", "H", "H", "I", "H", "C", "H", "H", "H", "O", "H", "O", "H", "O", "C", "H", "O", "H", "O", "H", "O", "O", "H", "H", "H", "C", "H", "H", "H", "O", "O", "O", "H", "H", "H", "H", "H", "H", "Si", "H", "H", "O", "O", "H", "H", "H", "H", "O", "H", "H", "I", "H", "H", "H", "H"],
  "xyz": [[-2.22968, 7.65497, 1.09478], [-2.32503, -0.37640, 2.88202], [5.20574, -3.33202, 0.03444], [-3.95929, 0.73907, -3.54286], [-0.06499, 0.01202, -1.66364], [6.50727, -2.66563, 0.51791], [-0.22254, -1.03074, 0.20867], [-1.31962, -4.59323, -1.38660], [0.09521, 3.47902, -4.12419], [-1.57881, -3.12531, -1.69966], [5.81143, -3.28341, 0.77953], [0.72796, 0.42095, -5.63226], [-4.85385, -2.58058, -2.35560], [-1.39619, 3.67750, 1.04690], [-1.45718, 4.62873, 0.90063], [-1.73834, -0.99583, 2.20965], [2.17632, -0.81161, 1.65910], [5.39841, 0.99246, -0.19983], [4.53791, -2.96416, 2.53530], [-3.79253, -0.49998, -0.76292], [-2.61143, 0.20926, -3.08448], [3.74280, -2.71432, 3.02736], [7.28562, -0.75424, 1.04656], [-1.23754, 4.76284, -0.02602], [-0.83438, -1.91136, 0.00754], [1.21993, 0.17390, -4.22323], [-1.04596, -0.16161, 1.15077], [-4.39530, -1.15909, -0.39704], [-2.09914, 7.94535, 0.18863], [6.60237, -0.12627, 1.31503], [-1.72628, 0.77790, 5.30790], [0.46528, 2.63039, -3.86649], [-4.10839, 1.61865, 1.47716], [-4.63170, 1.16674, 2.14410], [-1.26116, 0.98230, 4.48708], [6.00113, 0.48588, -0.75457], [-2.36090, 1.49396, 5.40959], [-4.80441, -3.54110, -2.35063], [-1.02921, -1.56387, 2.81258], [1.48735, -1.70600, 0.72001], [1.28233, -3.05106, 1.29253], [4.05875, -2.38117, 3.87152], [-1.90277, -3.85945, -1.16675], [1.50376, 0.12574, -5.14309], [-4.54065, -2.30529, -3.22428], [1.27284, 2.52207, -4.38161], [-1.77292, 0.39176, 0.57196], [7.98699, -0.69577, 1.70097], [-3.23309, 0.17030, -3.82074], [-2.10968, 6.69726, 1.08009], [-3.29171, -1.01154, -1.40798], [0.07119, 1.41673, 2.08545], [2.30157, -1.83515, -0.50925], [-2.40385, -1.70499, 1.71125], [4.52871, 0.60537, -0.34258], [-3.93238, 0.96008, 0.78930]],
  "atomic_forces_ev_per_a": [[-0.010, 0.022, -0.011], [-0.054, 0.037, 0.013], [0.043, -0.021, -0.034], [-0.015, -0.038, 0.025], [-0.025, 0.094, -0.111], [-0.090, 0.219, 0.200], [0.118, 0.071, 0.078], [0.007, -0.017, 0.033], [0.024, 0.018, -0.026], [-0.006, -0.032, -0.132], [-0.114, -0.151, 0.036], [-0.002, -0.049, -0.017], [0.013, -0.043, 0.017], [-0.053, 0.006, 0.047], [-0.029, 0.254, -0.097], [0.020, -0.117, 0.031], [-0.069, 0.021, -0.040], [-0.018, -0.033, 0.116], [0.057, 0.029, -0.112], [0.177, 0.116, 0.469], [0.091, 0.130, -0.059], [0.053, -0.043, -0.060], [0.103, -0.125, -0.050], [0.066, -0.164, -0.011], [-0.060, 0.019, -0.163], [0.047, -0.102, -0.001], [-0.054, -0.228, 0.087], [-0.081, 0.019, -0.248], [-0.006, -0.013, -0.009], [-0.017, 0.042, -0.101], [-0.079, -0.036, -0.034], [-0.012, -0.107, 0.049], [0.207, -0.049, -0.094], [-0.027, -0.038, -0.006], [0.048, 0.053, 0.053], [-0.008, 0.007, -0.026], [0.022, 0.016, 0.013], [0.081, -0.021, -0.031], [0.066, -0.003, 0.015], [0.122, -0.105, 0.124], [-0.042, 0.044, 0.040], [-0.002, -0.005, 0.005], [0.019, 0.076, 0.010], [-0.012, 0.126, -0.015], [-0.024, 0.061, -0.030], [-0.011, 0.025, -0.029], [-0.174, 0.028, 0.060], [-0.016, 0.036, 0.018], [-0.049, -0.134, 0.024], [0.015, -0.084, 0.100], [-0.173, -0.019, -0.048], [0.114, 0.220, -0.024], [-0.013, -0.044, -0.010], [-0.018, -0.016, 0.006], [-0.012, 0.017, -0.029], [-0.137, 0.034, -0.011]],
  "homo_ev": -9.7,
  "charge": 0
}



Computed gap between HOMO and LUMO (eV) in order:
6.609; 6.009; 9.552; 9.615
Computed E_LUMO (Eh) in order:
-0.306; 0.038; 0.000; -0.005